1.
C25H27N5O3S2 | the ωB97M-V functional and the def2-TZVPD basis

## Properties
F_max   0.0513 hartree/bohr
Structure (SMILES)   CCSCOC(=O)ON=C=S.c1ccncc1.c1ccncc1.c1ccncc1.c1ccncc1
E_tot   -2264.5634 a.u.
Gap between HOMO and LUMO   0.2752 Ha
LUMO   -1.536 eV

```
62
Properties=species:S:1:pos:R:3:forces:R:3:nbo_charge:R:1
C 1.43930 -0.13119 0.14800 -0.559 -0.272 -1.418 -0.605
C 0.66337 -0.00297 -1.22494 0.330 -0.295 1.883 -0.540
S 0.25314 1.75265 -1.49538 -0.415 0.066 -0.627 0.186
C -1.46120 1.97454 -0.86791 0.996 0.248 -0.812 -0.208
O -2.26870 0.90714 -1.42484 0.050 -0.594 0.945 -0.520
C -3.28603 0.57082 -0.62608 0.765 -1.124 -0.398 0.989
O -4.01488 1.30388 -0.08135 -1.158 1.344 0.958 -0.538
O -3.49552 -0.80055 -0.49725 0.190 0.463 -0.287 -0.383
N -2.32749 -1.38144 0.07679 -0.048 -0.479 0.587 -0.244
C -1.97373 -2.38034 -0.54253 0.970 0.148 -2.446 0.200
S -1.33276 -3.22719 -1.71884 -0.598 0.035 1.610 0.163
H 1.35757 -1.18882 0.44829 0.289 0.464 0.278 0.204
H 1.01742 0.55250 0.89591 0.245 -0.436 -0.102 0.220
H 2.48527 0.12789 -0.07154 -0.292 -0.085 0.532 0.210
H 1.32828 -0.41875 -1.99521 -0.427 0.644 -0.184 0.229
H -0.23158 -0.63913 -1.19740 0.162 0.577 -0.216 0.219
H -1.50420 2.02666 0.22828 -0.224 -0.378 -0.370 0.210
H -1.77729 2.93757 -1.30262 0.101 -0.377 0.305 0.217
N 3.16607 -0.25616 2.95803 0.203 -0.092 0.151 -0.424
C 4.36686 0.32642 2.97193 -0.214 -0.006 -0.070 0.029
C 5.45449 -0.16063 3.68037 0.041 0.069 0.007 -0.261
C 5.28651 -1.31836 4.42138 0.057 -0.059 0.058 -0.167
C 4.04840 -1.93978 4.42358 0.029 0.024 -0.017 -0.262
C 3.02796 -1.37090 3.67741 -0.132 0.119 -0.132 0.029
H 4.44923 1.23192 2.37943 0.066 0.006 0.024 0.190
H 6.40734 0.35287 3.65198 0.009 -0.038 -0.041 0.241
H 6.11071 -1.73145 4.98991 -0.007 0.015 -0.019 0.217
H 3.87738 -2.84541 4.99019 -0.028 0.010 -0.019 0.219
H 2.04235 -1.82403 3.64585 0.025 -0.045 0.052 0.190
N -6.84272 -4.70708 -2.40638 0.100 0.247 0.189 -0.416
C -7.57809 -4.23359 -1.39442 0.059 -0.146 -0.164 0.033
C -7.19743 -3.16118 -0.60131 -0.033 -0.173 -0.138 -0.261
C -5.98669 -2.55097 -0.88091 -0.243 0.443 0.573 -0.177
C -5.21652 -3.01456 -1.91672 0.250 -0.205 -0.362 -0.269
C -5.68124 -4.09600 -2.64963 -0.230 -0.209 -0.085 0.036
H -8.51441 -4.75228 -1.21897 -0.009 0.044 0.033 0.193
H -7.82720 -2.81943 0.20905 -0.008 -0.021 -0.020 0.221
H -5.64157 -1.71274 -0.29003 -0.069 -0.019 0.029 0.228
H -4.27017 -2.54393 -2.14454 -0.066 -0.069 -0.121 0.217
H -5.10668 -4.49980 -3.47670 0.036 0.039 0.016 0.191
N 8.94649 0.68492 2.64073 0.163 0.157 -0.103 -0.428
C 10.13041 0.94242 3.19991 -0.187 -0.108 0.068 0.035
C 11.14654 1.64095 2.56725 -0.020 -0.004 -0.033 -0.260
C 10.92465 2.09637 1.27827 0.082 0.060 -0.058 -0.165
C 9.70371 1.83913 0.67734 0.027 -0.002 0.028 -0.260
C 8.75359 1.13439 1.39937 -0.141 -0.120 0.146 0.033
H 10.25938 0.56375 4.20811 0.065 0.036 -0.003 0.193
H 12.08622 1.82256 3.07119 -0.022 -0.019 0.015 0.222
H 11.69362 2.64523 0.74864 -0.015 -0.010 0.011 0.218
H 9.49213 2.17754 -0.32796 -0.026 -0.015 0.017 0.222
H 7.78138 0.91213 0.97158 0.027 0.027 -0.059 0.193
N -7.99837 3.23057 -3.91654 0.198 -0.089 0.124 -0.417
C -6.81096 3.83772 -3.94785 -0.195 0.035 -0.075 0.032
C -5.69210 3.37911 -3.26988 -0.063 -0.035 0.001 -0.263
C -5.81227 2.22587 -2.51209 0.092 -0.057 -0.055 -0.168
C -7.03635 1.57985 -2.46372 0.014 0.033 -0.025 -0.262
C -8.09147 2.12068 -3.18220 -0.130 0.121 -0.120 0.034
H -6.76633 4.73810 -4.55137 0.066 0.001 0.016 0.191
H -4.75252 3.91188 -3.33386 -0.022 0.012 -0.018 0.216
H -4.96493 1.83569 -1.96729 -0.141 0.133 -0.087 0.220
H -7.17033 0.67664 -1.88271 -0.018 0.004 -0.018 0.220
H -9.06803 1.64825 -3.17780 0.031 -0.044 0.044 0.192
```
Forces are in eV/Å.

***

2.
C27H56NO15PS5 | the ωB97M-V functional and the def2-TZVPD basis

## Properties
F_max   0.0177 hartree/bohr
Structure (SMILES)   C[C@@H](O)CNCCO[C@H](OC=O)[PH2]=O.O=S1(=O)CCCC1.O=S1(=O)CCCC1.O=S1(=O)CCCC1.O=S1(=O)CCCC1.O=S1(=O)CCCC1
E_tot   -4577.9146 a.u.
Gap between HOMO and LUMO   0.3222 Ha
LUMO   0.284 eV

```
105
Properties=species:S:1:pos:R:3:forces:R:3:lowdin_charge:R:1
C -0.07519 -0.90217 0.46451 -0.245 -0.001 0.323 -0.065
C -1.13460 0.15709 0.69194 0.698 0.511 0.241 -0.399
O -0.41068 1.21318 1.35499 -0.526 0.039 -0.084 -0.081
C -1.72554 0.73243 -0.60529 -0.266 0.067 0.292 -0.173
N -2.92416 0.10691 -1.15502 0.175 -0.012 0.070 -0.055
C -3.12536 -1.31308 -0.92146 -0.448 0.280 -0.462 -0.193
C -4.30805 -1.81990 -1.76944 0.469 -0.083 -0.046 -0.168
O -5.43164 -2.26641 -1.01017 -0.003 0.078 -0.127 -0.096
C -6.04183 -1.29815 -0.22706 -0.357 0.163 -0.012 -0.465
O -7.11715 -1.96337 0.41315 0.392 -0.459 0.162 -0.015
C -7.12491 -1.89253 1.77044 -0.171 0.048 0.233 -0.319
O -7.20462 -0.88731 2.40137 0.293 0.126 -0.071 0.123
P -6.81466 0.15463 -1.14594 -0.703 0.478 0.325 0.782
O -8.19940 0.45077 -0.72121 -0.006 -0.160 -0.024 -0.417
H -0.48542 -1.86678 0.18262 0.002 0.043 -0.215 0.061
H 0.64645 -0.54592 -0.27096 -0.067 -0.100 -0.142 0.089
H 0.47828 -1.05371 1.38817 -0.074 -0.018 0.066 0.077
H -1.91152 -0.19044 1.38178 -0.145 -0.160 -0.212 0.140
H -1.04631 1.82447 1.73619 -0.107 0.058 0.015 0.085
H -0.92484 0.77684 -1.35256 0.003 -0.127 -0.023 0.118
H -1.98511 1.77029 -0.37674 -0.022 0.027 -0.123 0.108
H -3.74262 0.65464 -0.93376 -0.061 -0.065 -0.007 0.065
H -2.22431 -1.82264 -1.25824 0.044 -0.118 0.250 0.119
H -3.34440 -1.57134 0.12343 0.337 -0.174 0.036 0.116
H -4.57290 -1.05332 -2.50533 -0.149 0.068 0.122 0.103
H -3.99718 -2.69812 -2.33019 -0.127 -0.070 0.007 0.125
H -5.37920 -0.91568 0.56173 0.129 0.190 -0.178 0.127
H -7.04111 -2.87996 2.24761 -0.303 -0.095 -0.232 0.136
H -5.94512 1.22073 -0.84357 0.311 -0.145 -0.256 0.009
H -6.68880 -0.08222 -2.52439 0.343 -0.121 0.027 0.029
C -1.82604 4.37032 -4.08144 -0.071 0.043 0.038 -0.217
C -2.21289 4.63099 -2.61904 0.007 -0.047 -0.024 -0.211
C -3.72408 4.39903 -2.49593 0.170 0.116 0.133 -0.214
S -4.15005 3.19613 -3.76782 0.250 0.027 0.047 0.658
O -5.01827 3.82094 -4.73109 -0.074 -0.051 0.014 -0.312
O -4.50845 1.94450 -3.14996 -0.306 -0.045 -0.002 -0.356
C -2.50715 3.06140 -4.46579 0.214 0.061 -0.040 -0.225
H -0.74647 4.30783 -4.20887 0.002 0.000 -0.001 0.115
H -2.19418 5.18072 -4.71422 0.005 -0.012 -0.020 0.119
H -1.67801 3.93216 -1.97234 -0.006 -0.019 -0.014 0.106
H -1.94690 5.63873 -2.30367 -0.004 0.001 0.007 0.114
H -4.00904 3.99288 -1.52843 -0.097 -0.031 -0.038 0.098
H -4.29661 5.30152 -2.70037 -0.043 -0.039 -0.068 0.104
H -2.59211 2.90250 -5.53812 -0.102 -0.033 0.011 0.108
H -2.02439 2.20465 -3.99482 -0.057 -0.024 0.023 0.106
C -5.04108 -6.58861 3.99833 0.004 0.050 0.067 -0.219
C -5.75337 -5.28455 4.38235 0.030 -0.021 -0.012 -0.214
C -4.84562 -4.53645 5.36538 -0.251 0.019 -0.050 -0.216
S -3.16007 -5.03686 4.97121 -0.097 0.022 -0.113 0.658
O -2.62055 -5.77059 6.08754 0.049 0.031 0.020 -0.321
O -2.44161 -3.92588 4.40435 0.078 -0.009 0.071 -0.324
C -3.60148 -6.19903 3.68024 -0.142 -0.133 -0.092 -0.230
H -5.51678 -7.07603 3.14873 -0.006 -0.002 0.002 0.115
H -5.06144 -7.28356 4.84035 0.022 -0.015 -0.010 0.119
H -5.90524 -4.67859 3.48680 0.026 -0.007 -0.012 0.097
H -6.73220 -5.47246 4.82079 -0.007 0.014 -0.004 0.115
H -4.91519 -3.45620 5.26546 0.092 0.012 0.043 0.101
H -5.03859 -4.82396 6.39692 0.097 -0.036 0.011 0.104
H -2.90210 -7.03121 3.70020 0.076 0.063 0.052 0.107
H -3.53007 -5.67116 2.72943 0.032 0.027 0.015 0.107
C 4.06026 -2.78603 2.40088 -0.052 -0.087 -0.006 -0.214
C 4.41466 -4.27443 2.26297 -0.014 0.057 -0.012 -0.214
C 3.35969 -4.91309 1.35102 0.163 -0.097 0.169 -0.219
S 2.78135 -3.59673 0.26502 0.243 0.195 0.113 0.672
O 1.39481 -3.33140 0.55492 0.041 -0.337 -0.123 -0.324
O 3.21465 -3.84892 -1.08650 -0.130 -0.046 -0.064 -0.327
C 3.76577 -2.28960 0.99032 0.048 0.050 0.136 -0.227
H 4.86879 -2.21755 2.85808 -0.001 0.008 0.001 0.115
H 3.17239 -2.67262 3.02674 -0.004 0.028 -0.005 0.122
H 5.40320 -4.37335 1.81011 -0.006 0.014 -0.021 0.115
H 4.44604 -4.77370 3.23040 0.002 -0.011 -0.002 0.112
H 3.75996 -5.71544 0.73661 -0.071 0.009 -0.063 0.099
H 2.49936 -5.27095 1.91330 -0.061 0.063 -0.048 0.103
H 3.20469 -1.35749 0.95475 -0.025 -0.046 -0.092 0.080
H 4.67553 -2.19858 0.39781 -0.023 0.018 -0.029 0.111
C 4.82375 3.81994 2.19438 0.011 -0.004 -0.086 -0.215
C 3.81496 4.46930 1.23697 -0.011 -0.029 0.087 -0.204
C 3.32402 3.37422 0.28608 0.024 0.186 -0.009 -0.214
S 3.44841 1.82631 1.18550 -0.009 0.256 0.072 0.672
O 4.43871 0.98986 0.54206 -0.027 -0.091 -0.010 -0.329
O 2.13445 1.30892 1.46675 0.561 -0.198 0.016 -0.320
C 4.17478 2.52382 2.66975 0.137 0.130 0.086 -0.226
H 5.06757 4.47294 3.03150 0.004 -0.005 0.005 0.114
H 5.74906 3.59745 1.65821 0.000 -0.007 0.000 0.115
H 2.97519 4.87222 1.80797 0.005 -0.018 0.019 0.114
H 4.26045 5.29282 0.68055 0.007 -0.021 -0.027 0.114
H 2.28848 3.51037 -0.01664 -0.010 -0.125 -0.027 0.106
H 3.96769 3.29366 -0.58617 -0.094 -0.050 0.036 0.057
H 4.87506 1.80729 3.09289 -0.049 -0.077 -0.047 0.104
H 3.36166 2.71321 3.37039 -0.034 -0.034 -0.027 0.107
C 8.11709 3.52181 -4.34991 -0.020 -0.082 0.044 -0.220
C 7.26346 2.25746 -4.52315 -0.003 0.066 0.014 -0.211
C 6.57260 1.98350 -3.18173 0.045 -0.149 -0.200 -0.211
S 6.39139 3.58255 -2.37954 0.028 -0.081 -0.145 0.668
O 7.18962 3.60369 -1.18032 -0.066 0.057 0.088 -0.316
O 4.99558 3.94961 -2.32451 0.081 0.097 -0.011 -0.334
C 7.22257 4.53687 -3.64599 0.135 0.024 -0.166 -0.229
H 8.47460 3.90411 -5.30461 0.006 0.002 0.001 0.115
H 8.98724 3.30038 -3.72854 0.006 0.028 0.004 0.120
H 6.51314 2.42789 -5.29746 -0.007 0.013 0.008 0.117
H 7.86404 1.40368 -4.83199 -0.006 -0.007 0.000 0.115
H 5.58585 1.54225 -3.29519 -0.026 0.022 0.112 0.107
H 7.17959 1.36246 -2.52619 -0.009 0.066 0.076 0.108
H 7.76259 5.35452 -3.17467 -0.064 -0.008 0.091 0.108
H 6.45715 4.92868 -4.31548 -0.034 -0.007 0.032 0.108
```
Forces are in eV/Å.

***

3.
C2HN2O2S2 | the ωB97M-V functional and the def2-TZVPD basis

## Properties
<S²>   2.016
F_max   0.0598 hartree/bohr
Multiplicity   3
E_tot   -1133.1462 a.u.
Gap between HOMO and LUMO (spin up / spin down)   0.1721 / 0.2012 Ha
Charge   -1
LUMO (spin up / spin down)   3.383 / 2.383 eV

```
9
Properties=species:S:1:pos:R:3:forces:R:3:nbo_charge:R:1
C -1.18749 -0.42094 0.47785 2.507 -0.839 1.464 -0.464
C 1.53401 1.69545 -0.40569 -1.791 0.074 0.358 1.039
N -1.72021 -0.85628 -0.56446 -1.345 1.031 -0.538 -0.122
N -1.90166 -1.54887 -1.46962 -0.167 -2.007 -2.325 -0.317
O 1.65238 1.40351 -1.51462 0.889 -0.026 -0.730 -0.521
O 1.20724 2.06827 0.64483 0.808 0.140 0.268 -0.535
S 0.15406 -1.48843 1.34398 0.409 0.739 -0.574 0.091
S 1.93352 -1.14784 0.44859 -0.791 -0.424 0.568 -0.352
H -1.67185 0.29513 1.03914 -0.518 1.312 1.510 0.182
```
Forces are in eV/Å.

***

- Among the records above, which one has the lowest E_tot?
  C27H56NO15PS5